ORCA calculation (ωB97M-V/def2-TZVPD) on C7H16ClIOSb as an isolated structure in a non-equilibrium geometry.

Structure (ORCA input):
```
! RIJCOSX wB97M-V def2-TZVPD def2/J DEFGRID3
* xyz -1 1
C -3.37024 -0.62506 1.16879
C -2.67257 0.47062 0.44069
Sb -0.80082 0.23131 -0.72832
I -2.05504 -1.25630 -2.69124
C -0.26567 -1.65472 0.30205
C 0.33278 -1.46568 1.81870
C 1.92826 -1.02906 1.82816
Cl 2.20446 0.72977 2.34657
C 1.14528 0.30532 -1.85021
O 1.31126 1.52443 -2.65629
C 1.61232 2.70636 -1.83408
H -3.07824 -0.95072 2.27672
H -4.25710 -1.23080 0.64907
H -3.16499 1.55433 0.45437
H -1.24809 1.68599 -1.60529
H 0.02091 1.16778 0.53804
H -1.25314 -2.31892 0.35135
H 0.51177 -2.27380 -0.32731
H 0.29772 -2.54716 2.32260
H -0.35294 -0.77828 2.48224
H 2.46492 -1.71082 2.63556
H 2.46884 -1.28403 0.79981
H 1.07010 -0.59589 -2.62964
H 2.07665 0.04053 -1.16876
H 0.88806 2.88339 -0.93186
H 1.47155 3.65028 -2.55153
H 2.71395 2.77112 -1.44018
*
```

Results
LUMO energy: 2.71 eV
frontier orbital gap: 6.013 eV
HOMO energy: -3.31 eV